Below is an isolated molecule of C5H12O3Si, with properties calculated with ωB97M-V/def2-TZVPD.

Computed properties:
DFT total energy   -712.94600 Ha
HOMO-LUMO gap   9.37 eV
Largest force on an atom   6.7 eV/Å
Charge   0
Energy above the lowest of the compared OMol25 structures with the same formula, charge and spin   43.0 kcal per mole
Structure (SMILES)   C[C@@](O)(C=O)[Si](C)(C)O

```
21
C5H12O3Si (ωB97M-V/def2-TZVPD)
C 1.03 -1.41 -1.27
C 1.08 -0.21 -0.43
O 1.88 -0.21 0.71
C 1.21 0.97 -1.37
O 1.60 2.07 -1.04
Si -0.81 0.16 0.16
C -1.13 -1.22 1.49
C -0.93 1.72 1.16
O -1.71 0.05 -1.22
H 0.77 -2.37 -0.62
H 0.39 -1.38 -2.09
H 2.13 -1.77 -1.64
H 2.26 0.67 0.73
H 1.05 0.72 -2.45
H -1.67 -2.18 1.11
H -0.22 -1.50 2.06
H -1.89 -0.78 2.17
H -1.90 1.79 1.63
H -0.15 1.62 1.85
H -0.68 2.56 0.50
H -2.32 0.69 -1.44
```

Want to see where the charge sits? The Löwdin charges in e are: number 1, C, carries -0.104; number 2, C, carries -0.594; number 3, O, carries -0.001; number 4, C, carries -0.270; number 5, O, carries 0.048; number 6, Si, carries 0.541; number 7, C, carries -0.163; number 8, C, carries -0.140; number 9, O, carries -0.094; number 10, H, carries 0.125; number 11, H, carries 0.048; number 12, H, carries 0.140; number 13, H, carries 0.095; number 14, H, carries 0.142; number 15, H, carries 0.060; number 16, H, carries 0.031; number 17, H, carries 0.018; number 18, H, carries 0.036; number 19, H, carries 0.022; number 20, H, carries 0.040; number 21, H, carries 0.020

=====

Below is a 2-piece molecular cluster, C5H15NO overall, with properties calculated with ωB97M-V/def2-TZVPD.

Computed properties:
DFT total energy   -329.47671 Ha
HOMO-LUMO gap   9.90 eV
Largest force on an atom   2.2 eV/Å
Charge   0
Energy above the lowest of the compared OMol25 structures with the same formula, charge and spin   19.4 kcal per mole
Structure (SMILES)   CC(C)[C@H](C)N.O

```
22
C5H15NO (ωB97M-V/def2-TZVPD)
C 0.58 0.79 0.95
C -0.32 -0.43 0.72
C -0.40 -1.32 1.98
C -0.05 -1.12 -0.63
C -1.35 -1.41 -1.36
N 0.65 -2.38 -0.48
H 0.58 1.32 -0.01
H 1.62 0.44 1.00
H 0.22 1.41 1.75
H -1.32 0.00 0.64
H -1.41 -1.42 2.40
H -0.16 -2.37 1.74
H 0.29 -1.01 2.76
H 0.48 -0.39 -1.25
H -2.03 -0.56 -1.37
H -1.23 -1.74 -2.39
H -1.91 -2.16 -0.80
H 0.62 -2.95 -1.31
H 1.60 -2.32 -0.14
O 0.81 4.96 -0.92
H 0.77 4.01 -1.07
H -0.09 5.28 -1.07
```

Want to see where the charge sits? The Löwdin charges in e are: number 1, C, carries -0.076; number 2, C, carries -0.395; number 3, C, carries -0.074; number 4, C, carries -0.441; number 5, C, carries -0.072; number 6, N, carries 0.028; number 7, H, carries 0.062; number 8, H, carries 0.083; number 9, H, carries 0.076; number 10, H, carries 0.113; number 11, H, carries 0.070; number 12, H, carries 0.066; number 13, H, carries 0.066; number 14, H, carries 0.120; number 15, H, carries 0.073; number 16, H, carries 0.074; number 17, H, carries 0.084; number 18, H, carries 0.070; number 19, H, carries 0.078; number 20, O, carries -0.059; number 21, H, carries 0.022; number 22, H, carries 0.032

=====

Below is an isolated molecule of C11H12N4, with properties calculated with ωB97M-V/def2-TZVPD.

Computed properties:
DFT total energy   -645.14251 Ha
HOMO-LUMO gap   8.12 eV
Largest force on an atom   6.7 eV/Å
Charge   0
Energy above the lowest of the compared OMol25 structures with the same formula, charge and spin   80.0 kcal per mole
Structure (SMILES)   C=C/C=C/C(=C)C(=C)n1nnnc1C=C

```
27
C11H12N4 (ωB97M-V/def2-TZVPD)
C 0.98 -1.88 -3.65
C 1.11 -1.58 -2.38
C 0.06 -1.64 -1.39
C 0.31 -1.16 -0.16
C -0.66 -1.07 0.84
C -1.98 -1.41 0.92
C 0.05 -0.08 2.17
C 0.00 -0.37 3.44
N 0.63 0.99 1.58
N 1.80 1.34 2.10
N 2.27 2.30 1.45
N 1.38 2.69 0.56
C 0.34 1.91 0.63
C -0.91 2.01 -0.08
C -0.87 2.57 -1.33
H 1.57 -1.93 -4.56
H -0.08 -1.91 -4.02
H 2.17 -1.48 -1.79
H -0.94 -1.83 -1.75
H 1.34 -0.75 0.13
H -2.56 -1.01 1.74
H -2.43 -2.26 0.47
H 0.35 0.34 4.23
H -0.46 -1.28 3.85
H -1.75 1.97 0.48
H -1.82 2.78 -1.76
H 0.12 2.73 -1.71
```

Want to see where the charge sits? The Löwdin charges in e are: number 1, C, carries -0.007; number 2, C, carries -0.217; number 3, C, carries -0.099; number 4, C, carries -0.131; number 5, C, carries -0.180; number 6, C, carries 0.062; number 7, C, carries -0.213; number 8, C, carries 0.070; number 9, N, carries -0.083; number 10, N, carries 0.045; number 11, N, carries -0.019; number 12, N, carries 0.077; number 13, C, carries -0.323; number 14, C, carries -0.079; number 15, C, carries 0.085; number 16, H, carries 0.060; number 17, H, carries 0.072; number 18, H, carries 0.157; number 19, H, carries 0.118; number 20, H, carries 0.144; number 21, H, carries 0.054; number 22, H, carries 0.051; number 23, H, carries 0.087; number 24, H, carries 0.077; number 25, H, carries 0.069; number 26, H, carries 0.056; number 27, H, carries 0.065

=====

Below is C5H11AgBr2F3NO as an isolated structure, with properties calculated with ωB97M-V/def2-TZVPD.

Computed properties:
DFT total energy   -5921.64343 Ha
HOMO-LUMO gap   4.50 eV
Largest force on an atom   2.3 eV/Å
Charge   -2

```
24
C5H11AgBr2F3NO (ωB97M-V/def2-TZVPD)
Ag -0.37 -1.64 0.28
F -2.47 -0.71 -0.33
F -1.29 -3.76 -0.83
F -0.28 -2.94 2.17
Br 2.38 -1.20 1.38
C 1.39 -0.18 2.70
C 2.35 0.11 3.83
Br 1.41 0.93 5.35
H 0.64 -0.90 3.03
H 0.99 0.69 2.20
H 3.19 0.75 3.58
H 2.76 -0.82 4.20
C -0.15 -0.48 -2.50
O 0.63 -0.94 -1.69
N -0.84 0.68 -2.31
C -1.69 1.18 -3.33
C -0.63 1.43 -1.11
H -0.43 -0.92 -3.46
H -2.74 1.21 -3.02
H -1.66 0.52 -4.19
H -1.40 2.18 -3.68
H -1.53 2.01 -0.90
H -0.53 0.73 -0.27
H 0.26 2.08 -1.10
```

Want to see where the charge sits? The Löwdin charges in e are: number 1, Ag, carries 0.646; number 2, F, carries -0.712; number 3, F, carries -0.863; number 4, F, carries -0.758; number 5, Br, carries 0.656; number 6, C, carries -0.703; number 7, C, carries -0.720; number 8, Br, carries 0.531; number 9, H, carries 0.030; number 10, H, carries 0.050; number 11, H, carries 0.040; number 12, H, carries 0.040; number 13, C, carries -0.331; number 14, O, carries -0.077; number 15, N, carries -0.205; number 16, C, carries -0.095; number 17, C, carries -0.097; number 18, H, carries 0.132; number 19, H, carries 0.089; number 20, H, carries 0.073; number 21, H, carries 0.075; number 22, H, carries 0.083; number 23, H, carries 0.037; number 24, H, carries 0.080

=====

Below is C10H15BrN4O2PS as an isolated structure, with properties calculated with ωB97M-V/def2-TZVPD.

Computed properties:
DFT total energy   -4073.08173 Ha
HOMO-LUMO gap   3.43 eV
Largest force on an atom   0.7 eV/Å
Charge   -1

```
34
C10H15BrN4O2PS (ωB97M-V/def2-TZVPD)
C -1.77 4.52 1.06
N -0.65 3.57 0.98
C -0.80 2.69 -0.19
C -0.34 1.26 0.03
C -0.98 0.23 -0.61
C -2.12 0.57 -1.54
C -0.58 -1.16 -0.40
P -1.56 -2.45 -1.28
N -2.15 -3.32 0.06
O -0.33 -3.36 -1.90
C 0.46 -1.46 0.43
Br 1.06 -3.20 0.80
C 1.15 -0.42 1.08
N 2.18 -0.56 1.92
S 2.60 0.91 2.36
N 1.52 1.80 1.58
C 0.75 0.94 0.88
H -2.60 4.15 1.67
H -1.43 5.47 1.50
H -2.16 4.75 0.07
H -0.75 2.96 1.78
H -1.86 2.63 -0.44
H -0.26 3.12 -1.04
H -1.81 1.35 -2.24
H -2.44 -0.28 -2.13
H -2.96 0.96 -0.96
H -1.48 -3.97 0.46
H -3.01 -3.80 -0.18
H -0.73 -4.10 -2.37
C 4.64 -2.76 -0.29
O 5.76 -2.87 -1.00
H 4.68 -3.13 0.78
H 4.22 -1.71 -0.16
H 3.74 -3.32 -0.70
```

Want to see where the charge sits? The Löwdin charges in e are: number 1, C, carries -0.139; number 2, N, carries -0.114; number 3, C, carries -0.183; number 4, C, carries -0.123; number 5, C, carries -0.209; number 6, C, carries -0.085; number 7, C, carries -0.301; number 8, P, carries 0.821; number 9, N, carries -0.193; number 10, O, carries -0.346; number 11, C, carries -0.586; number 12, Br, carries 0.874; number 13, C, carries -0.407; number 14, N, carries -0.228; number 15, S, carries 1.024; number 16, N, carries -0.237; number 17, C, carries -0.299; number 18, H, carries 0.074; number 19, H, carries 0.065; number 20, H, carries 0.070; number 21, H, carries 0.084; number 22, H, carries 0.083; number 23, H, carries 0.131; number 24, H, carries 0.085; number 25, H, carries 0.008; number 26, H, carries 0.086; number 27, H, carries -0.023; number 28, H, carries 0.008; number 29, H, carries 0.041; number 30, C, carries -0.570; number 31, O, carries -0.446; number 32, H, carries 0.021; number 33, H, carries 0.016; number 34, H, carries -0.003

=====

Below is a 2-piece molecular cluster, C21H23F3IO11PS overall, with properties calculated with ωB97M-V/def2-TZVPD.

Computed properties:
DFT total energy   -2978.50838 Ha
HOMO-LUMO gap   3.93 eV
Largest force on an atom   1.3 eV/Å
Charge   -2

```
61
C21H23F3IO11PS (ωB97M-V/def2-TZVPD)
C 3.59 1.83 0.81
O 2.82 2.72 0.03
C 1.77 2.08 -0.69
C 0.76 3.13 -1.14
C -0.63 2.51 -1.38
C -1.57 2.69 -0.15
C -1.29 1.61 0.83
C -0.64 1.70 2.00
C -0.05 2.95 2.55
O -0.69 3.41 3.77
C -1.51 4.45 3.61
F -2.45 4.25 2.67
F -0.86 5.58 3.28
F -2.14 4.69 4.77
C -0.43 0.47 2.81
O -0.39 0.49 4.01
C -0.24 -0.78 2.00
C 0.57 -1.83 2.42
O 1.19 -1.80 3.64
C 0.72 -2.95 1.59
O 1.50 -3.99 2.07
C 0.12 -3.05 0.32
P 0.50 -4.59 -0.60
C 2.35 -4.63 -0.67
C 0.10 -4.46 -2.38
C -0.70 -1.98 -0.09
C -1.36 -1.95 -1.44
C -2.53 -2.89 -1.58
O -3.02 -3.27 -2.56
I -3.47 -3.61 0.32
C -0.90 -0.88 0.77
C -1.81 0.26 0.44
O -2.90 0.16 -0.04
H 4.53 1.63 0.30
H 3.07 0.88 0.98
H 3.79 2.31 1.77
H 2.16 1.55 -1.56
H 1.27 1.35 -0.06
H 0.72 3.89 -0.36
H 1.13 3.60 -2.05
H -0.48 1.44 -1.54
H -1.10 2.89 -2.27
H -1.44 3.68 0.27
H -2.58 2.60 -0.54
H 0.98 2.74 2.84
H 0.00 3.75 1.82
H 2.11 -1.52 3.55
H 2.42 -3.78 1.90
H 2.63 -5.16 -1.57
H 2.76 -5.12 0.20
H 2.77 -3.63 -0.76
H 0.64 -5.28 -2.85
H -0.95 -4.61 -2.58
H 0.47 -3.55 -2.85
H -0.66 -2.09 -2.26
H -1.78 -0.96 -1.65
O -1.37 0.46 -3.14
S -1.79 0.22 -4.57
O -1.42 1.41 -5.38
O -3.25 -0.01 -4.60
O -1.06 -1.00 -5.06
```

Want to see where the charge sits? The Löwdin charges in e are: number 1, C, carries -0.123; number 2, O, carries -0.192; number 3, C, carries -0.221; number 4, C, carries -0.150; number 5, C, carries -0.147; number 6, C, carries -0.100; number 7, C, carries -0.075; number 8, C, carries -0.072; number 9, C, carries -0.072; number 10, O, carries 0.069; number 11, C, carries -0.733; number 12, F, carries 0.168; number 13, F, carries 0.148; number 14, F, carries 0.159; number 15, C, carries -0.278; number 16, O, carries 0.139; number 17, C, carries -0.006; number 18, C, carries -0.184; number 19, O, carries 0.061; number 20, C, carries -0.249; number 21, O, carries -0.005; number 22, C, carries -0.273; number 23, P, carries 0.946; number 24, C, carries -0.297; number 25, C, carries -0.281; number 26, C, carries -0.197; number 27, C, carries -0.143; number 28, C, carries -0.721; number 29, O, carries 0.074; number 30, I, carries 0.678; number 31, C, carries -0.037; number 32, C, carries -0.284; number 33, O, carries 0.167; number 34, H, carries 0.078; number 35, H, carries 0.075; number 36, H, carries 0.076; number 37, H, carries 0.136; number 38, H, carries 0.101; number 39, H, carries 0.096; number 40, H, carries 0.114; number 41, H, carries 0.079; number 42, H, carries 0.118; number 43, H, carries 0.100; number 44, H, carries 0.131; number 45, H, carries 0.138; number 46, H, carries 0.115; number 47, H, carries 0.109; number 48, H, carries 0.093; number 49, H, carries 0.026; number 50, H, carries 0.012; number 51, H, carries 0.045; number 52, H, carries 0.033; number 53, H, carries 0.026; number 54, H, carries 0.054; number 55, H, carries 0.112; number 56, H, carries 0.097; number 57, O, carries -0.483; number 58, S, carries 0.194; number 59, O, carries -0.481; number 60, O, carries -0.471; number 61, O, carries -0.490

=====

Question: Look up the charge of the sixth one.
Answer: -2